1.
{"formula": "C3H9NO2", "method": "ωB97M-V/def2-TZVPD", "species": ["C", "C", "C", "N", "O", "O", "H", "H", "H", "H", "H", "H", "H", "H", "H"], "xyz": [[0.98793, -0.81625, 0.99045], [-0.33320, -0.01795, -1.13812], [-1.28520, 1.13376, -0.85895], [1.90801, 0.03528, 0.55982], [0.04077, -0.56712, 1.89640], [1.08561, -2.09838, 0.69103], [-0.10770, 0.38600, 1.96989], [0.24522, -2.53343, 0.89781], [1.96371, 0.85422, 1.15831], [0.88549, 0.18829, -0.51557], [-0.86995, -0.97077, -1.14495], [0.10717, 0.07245, -2.14047], [-1.85451, 0.97191, 0.06346], [-2.02838, 1.27564, -1.65220], [-0.74497, 2.08635, -0.77690]], "homo_ev": -8.1, "gap_ev": 8.5411, "de_lowest_kcal_mol": 80.2, "charge": 0}

2.
{"formula": "C3H9NO2", "method": "ωB97M-V/def2-TZVPD", "species": ["C", "N", "H", "H", "H", "H", "H", "H", "C", "C", "O", "O", "H", "H", "H"], "xyz": [[1.48460, -1.48029, 0.89724], [0.98698, -0.40797, 1.87237], [-1.39153, 2.30476, 0.57095], [1.14467, -0.70563, 2.90493], [-0.04342, -0.23732, 1.65372], [1.30587, -2.52379, 0.94846], [2.59064, -1.70190, 0.95934], [1.23928, -1.19338, -0.14331], [-0.65400, 0.74263, -1.92178], [-1.60574, 0.69077, -0.75164], [-1.94449, 1.98335, -0.46754], [-1.86118, -0.14550, 0.08467], [-0.39652, 0.02498, -2.73705], [0.27250, 1.08209, -1.28602], [-1.12765, 1.56720, -2.58433]], "homo_ev": -9.3, "gap_ev": 9.2691, "de_lowest_kcal_mol": 84.1, "charge": 0}

3.
{"formula": "C3H9NO2", "method": "ωB97M-V/def2-TZVPD", "species": ["C", "C", "N", "C", "O", "H", "H", "H", "H", "H", "H", "H", "H", "H", "O"], "xyz": [[2.63944, -0.87666, -0.18712], [2.49161, 0.08421, -1.38264], [1.05308, 0.49400, -1.37509], [-0.12542, -0.42892, -1.08038], [3.50765, 0.53388, -1.95245], [3.26214, -0.40399, 0.57034], [3.17559, -1.81329, -0.54497], [1.63989, -1.01502, 0.26905], [0.80290, 1.19123, -2.04909], [0.22742, -1.55436, -1.08892], [-0.74007, -0.11927, -0.20357], [-0.91491, -0.45269, -1.82410], [-5.08216, 1.44156, 4.11370], [-6.44668, 1.56258, 3.49638], [-5.49049, 1.35675, 3.23885]], "homo_ev": -9.7, "gap_ev": 10.5635, "de_lowest_kcal_mol": 46.8, "charge": 0}

4.
{"formula": "C3H9NO2", "method": "ωB97M-V/def2-TZVPD", "species": ["C", "C", "C", "O", "H", "H", "H", "H", "H", "H", "N", "O", "H", "H", "H"], "xyz": [[-1.76218, -0.07179, 0.83117], [1.36724, -0.88788, 0.31281], [0.82291, 0.51620, 0.27174], [1.11030, 1.41553, 1.02189], [0.64253, -1.61265, -0.05636], [-2.84056, -0.22299, 0.76231], [-1.42065, -0.89434, 1.45317], [-1.62034, 0.84381, 1.40028], [2.25767, -0.93680, -0.31575], [1.62335, -1.13831, 1.33854], [0.07603, 0.79420, -0.96066], [0.73487, 0.48513, -2.21112], [0.40510, -0.39185, -2.45652], [-0.14463, 1.78630, -1.02208], [-1.25165, 0.31544, -0.36942]], "homo_ev": -9.0, "gap_ev": 9.5480, "de_lowest_kcal_mol": 101.6, "charge": 0}

5.
{"formula": "C3H9NO2", "method": "ωB97M-V/def2-TZVPD", "species": ["C", "N", "C", "C", "O", "H", "H", "H", "H", "H", "H", "H", "H", "H", "O"], "xyz": [[0.81345, 0.79849, -0.29715], [0.31459, 0.36764, 0.88630], [-0.75988, -0.62233, 0.84767], [0.86150, 1.01665, 2.12248], [0.82364, 0.35801, -1.43994], [1.66122, 1.63742, -0.22397], [-0.94850, -1.00396, -0.09876], [-1.67315, -0.03087, 1.37953], [-0.44623, -1.58984, 1.37193], [1.38925, 1.92684, 2.01520], [1.55757, 0.20672, 2.47599], [0.05996, 1.05173, 2.84282], [-0.76573, -1.09396, -1.90378], [-1.47922, -2.30988, -2.23603], [-1.70460, -1.42356, -2.04319]], "homo_ev": -9.6, "gap_ev": 10.2964, "de_lowest_kcal_mol": 49.8, "charge": 0}

6.
{"formula": "C3H9NO2", "method": "ωB97M-V/def2-TZVPD", "species": ["C", "N", "C", "C", "O", "H", "H", "H", "H", "H", "H", "H", "H", "H", "O"], "xyz": [[0.51394, 0.63565, 1.36977], [-0.58842, 0.12600, 0.63151], [-0.27914, -0.34831, -0.68789], [-1.76719, 0.96679, 0.68120], [1.62144, 0.55431, 0.90567], [0.18550, 1.01177, 2.35538], [-1.16907, -0.57380, -1.28408], [0.26313, -1.28055, -0.54093], [0.26194, 0.29755, -1.39959], [-2.66635, 0.43917, 0.32978], [-1.77102, 1.86222, 0.03511], [-2.01558, 1.29359, 1.68781], [3.25016, -1.79470, -1.30094], [1.83733, -1.20948, -1.25067], [2.32334, -1.98021, -1.53213]], "homo_ev": -9.7, "gap_ev": 10.5231, "de_lowest_kcal_mol": 33.0, "charge": 0}

7.
{"formula": "C3H9NO2", "method": "ωB97M-V/def2-TZVPD", "species": ["C", "C", "C", "N", "O", "O", "H", "H", "H", "H", "H", "H", "H", "H", "H"], "xyz": [[0.67817, -0.31596, -0.41209], [-0.10227, 1.01813, -0.20998], [-0.03940, -1.47718, 0.26196], [2.04566, -0.21219, 0.08096], [-0.57046, 1.27750, 0.95436], [-2.42337, 0.97798, 0.02546], [-3.30086, 1.19043, 0.39154], [0.74382, -0.49171, -1.48935], [2.58455, 0.49666, -0.40261], [2.07089, -0.03087, 1.07854], [0.33929, 1.88713, -0.73482], [-1.37141, 0.96713, -0.84979], [-0.06022, -1.33408, 1.34347], [-1.07204, -1.54165, -0.08124], [0.47763, -2.41135, 0.04361]], "homo_ev": -9.4, "gap_ev": 7.6698, "de_lowest_kcal_mol": 144.4, "charge": 0}

8.
{"formula": "C3H9NO2", "method": "ωB97M-V/def2-TZVPD", "species": ["C", "C", "O", "N", "H", "H", "H", "H", "H", "C", "O", "H", "H", "H", "H"], "xyz": [[1.46435, 0.23350, -1.29572], [1.44981, 0.09675, 0.21330], [0.76694, -0.68040, 0.84097], [2.35429, 0.93256, 0.81734], [2.29182, 1.09204, 1.80874], [2.72472, 1.69185, 0.25409], [0.98166, -0.59112, -1.80495], [2.51037, 0.26961, -1.59048], [0.92955, 1.12998, -1.62332], [-2.39144, -0.99841, 0.33364], [-3.44910, -0.06134, 0.20335], [-3.31503, 0.68753, 0.78505], [-2.74014, -1.98676, 0.02651], [-1.56429, -0.74459, -0.31973], [-2.01352, -1.07121, 1.35121]], "homo_ev": -9.9, "gap_ev": 10.5819, "de_lowest_kcal_mol": 21.6, "charge": 0}

9.
{"formula": "C3H9NO2", "method": "ωB97M-V/def2-TZVPD", "species": ["C", "C", "N", "C", "O", "H", "H", "H", "H", "H", "H", "H", "H", "H", "O"], "xyz": [[-0.55669, -0.84229, -1.21182], [0.88630, -0.90032, -1.14412], [1.50020, -0.65618, 0.09644], [0.76334, -0.19651, 1.24505], [1.67379, -1.16425, -1.98940], [-0.78688, -1.62769, -2.03640], [-1.17030, -0.97500, -0.32401], [-0.73176, 0.13086, -1.67627], [2.52679, -0.62526, 0.28079], [0.74566, -1.02438, 1.91083], [-0.27977, 0.29872, 1.29522], [1.21088, 0.69448, 1.77567], [-1.29908, 2.65405, 0.25119], [-2.65985, 2.32723, 0.91687], [-1.82262, 1.90654, 0.60997]], "homo_ev": [-15.5, -15.5], "s_squared": 0.771, "gap_ev": [12.2102, 6.7243], "de_lowest_kcal_mol": 28.4, "charge": 1, "spin_multiplicity": 2}

10.
{"formula": "C3H9NO2P2", "method": "ωB97M-V/def2-TZVPD", "species": ["C", "C", "C", "N", "O", "O", "P", "P", "H", "H", "H", "H", "H", "H", "H", "H", "H"], "xyz": [[1.42295, -0.94753, 0.16011], [-0.45515, 0.23688, 1.45281], [1.93310, 0.39086, 0.07855], [1.81816, 1.23072, -1.04430], [0.42675, -1.21006, -0.87267], [1.70103, -1.82667, 0.88350], [-2.82834, -0.89796, -0.20763], [-1.23831, 0.50935, -0.12275], [-0.54068, -0.75198, 1.90646], [-0.23497, 0.90639, 2.29918], [2.82730, 0.70518, 0.61034], [0.99400, 1.14508, -1.68590], [-0.06748, -2.06278, -0.80573], [1.97353, 2.10061, -0.58999], [-3.61373, 0.08846, -0.72809], [-2.37311, -1.25428, -1.51151], [-1.74506, 1.63773, 0.17764]], "homo_ev": [-7.7, -7.4], "gap_ev": [7.7441, 7.1858], "de_lowest_kcal_mol": 159.0, "charge": 0}

11.
{"formula": "C3H9NO2S", "method": "ωB97M-V/def2-TZVPD", "species": ["O", "C", "N", "C", "C", "S", "H", "H", "H", "H", "H", "H", "H", "H", "H", "O"], "xyz": [[-1.65354, -1.70131, 0.31004], [-0.78943, -1.46102, -0.50437], [-0.60737, -0.27008, -1.15184], [0.74919, 0.11252, -1.44368], [1.50452, 0.95825, -0.43566], [1.70214, 0.18559, 1.22077], [-0.06190, -2.24476, -0.77669], [-1.43719, 0.29230, -1.12741], [1.32915, -0.78410, -1.67590], [0.73866, 0.64797, -2.40095], [2.42590, 1.32416, -0.87295], [0.85934, 1.81523, -0.22162], [0.80106, -0.80100, 1.14300], [-1.77723, 1.01399, 1.13455], [-3.20162, 1.37625, 0.71645], [-2.25811, 1.55579, 0.49778]], "homo_ev": -9.3, "gap_ev": 10.0707, "de_lowest_kcal_mol": 30.0, "charge": 0}

12.
{"formula": "C3H9NO2S", "method": "ωB97M-V/def2-TZVPD", "species": ["C", "C", "S", "C", "N", "O", "H", "H", "H", "H", "H", "H", "H", "H", "H", "O"], "xyz": [[0.08243, 0.58414, 0.15096], [-1.28764, 0.34130, 0.78616], [-1.19032, 0.71268, 2.58537], [-0.00711, 0.64880, -1.35464], [0.35182, 1.85113, -1.92420], [-0.44324, -0.26594, -2.01528], [0.45446, 1.51570, 0.55636], [0.74680, -0.24678, 0.38143], [-2.05892, 0.97335, 0.36421], [-1.57319, -0.69297, 0.66263], [-1.92021, -0.34143, 2.96705], [1.19823, 2.30871, -1.62155], [0.31386, 1.81569, -2.93440], [1.32648, -2.49603, 0.14598], [2.02794, -3.82290, 0.51506], [1.97862, -2.88545, 0.73487]], "homo_ev": -9.2, "gap_ev": 9.9137, "de_lowest_kcal_mol": 18.0, "charge": 0}

- Which formula does entry 8 have?
  C3H9NO2